w.
A cluster of 2 separate species, C3H12N2O2 in total. Source: the Open Molecules 2025 dataset; level of theory: ωB97M-V with the def2-TZVPD basis set.

## Properties
LUMO energy ... 0.88 eV
Spin multiplicity ... 1
HOMO-LUMO gap ... 9.6863 eV

Positions of all 19 atoms, in Å:
N: -0.720 0.689 2.166
C: -0.552 0.963 0.732
C: 0.393 -0.128 0.137
O: 1.687 0.324 -0.180
C: -1.948 0.940 0.109
N: -2.437 -0.404 -0.091
H: 0.048 0.301 2.691
H: -1.270 1.354 2.691
H: -0.081 1.933 0.552
H: 0.333 -1.000 0.787
H: -0.067 -0.317 -0.834
H: 2.063 0.836 0.530
H: -2.566 1.447 0.859
H: -1.936 1.438 -0.856
H: -2.165 -1.077 0.607
H: -3.385 -0.541 -0.359
H: 3.963 -1.537 -3.322
H: 4.121 -3.015 -3.270
O: 4.520 -2.205 -2.950

---

x.
A cluster of 3 separate species, C3H12N2O2 in total. Source: the Open Molecules 2025 dataset; level of theory: ωB97M-V with the def2-TZVPD basis set.

## Properties
LUMO energy ... 0.51 eV
Spin multiplicity ... 1
HOMO-LUMO gap ... 9.8152 eV

Positions of all 19 atoms, in Å:
C: 0.140 0.122 -0.790
C: -0.137 1.499 0.177
N: 2.117 1.038 1.670
C: 0.856 1.179 2.319
N: -0.204 1.091 1.591
H: -0.783 0.131 -1.459
H: 0.218 -0.689 -0.061
H: 1.016 0.123 -1.429
H: -1.052 2.070 -0.121
H: 0.522 2.317 -0.084
H: 1.842 1.786 1.070
H: 2.136 0.076 1.196
H: 0.685 1.112 3.505
H: -1.983 0.257 0.760
H: -3.010 -0.902 0.862
O: -2.922 -0.042 0.571
H: 0.901 -3.669 -2.967
H: -0.416 -4.197 -3.454
O: 0.074 -3.302 -3.355

---

From most stable to least stable, the computed energies give w, x.